Entry w
{
  "formula": "C3H10OS2",
  "method": "ωB97M-V/def2-TZVPD",
  "charge": 0,
  "homo_energy_ev": -9.0,
  "smiles": "CCSSC.O",
  "multiplicity": 1,
  "lumo_ev": -0.3365,
  "elements": ["C", "C", "S", "S", "C", "H", "H", "H", "H", "H", "H", "H", "H", "H", "H", "O"],
  "xyz": [[1.460, -1.214, 0.683], [0.534, -1.184, -0.558], [0.230, 0.406, -1.286], [-0.959, 1.148, 0.557], [0.280, 2.428, 0.964], [1.827, -2.214, 0.893], [2.124, -0.354, 0.597], [0.874, -0.947, 1.566], [-0.381, -1.682, -0.234], [1.056, -1.817, -1.273], [0.192, 3.186, 0.194], [1.309, 2.239, 1.268], [-0.188, 2.669, 1.922], [-2.100, -1.126, -1.397], [-3.247, -0.378, -2.198], [-3.011, -1.160, -1.697]],
  "lowdin_charge": [-0.18, -0.71, 0.57, 0.53, -0.51, 0.07, 0.06, 0.05, 0.05, 0.07, 0.02, 0.04, 0.01, -0.04, 0.03, -0.07]
}

---

Entry x
{
  "formula": "C3H10OS2",
  "method": "ωB97M-V/def2-TZVPD",
  "charge": 0,
  "homo_energy_ev": -8.5,
  "smiles": "CCO.CSS",
  "multiplicity": 1,
  "lumo_ev": 0.0104,
  "elements": ["C", "S", "S", "H", "H", "H", "H", "C", "O", "C", "H", "H", "H", "H", "H", "H"],
  "xyz": [[1.562, 2.199, 1.359], [0.445, 0.700, 1.248], [1.544, -0.033, -0.494], [1.577, 2.525, 2.401], [2.543, 1.986, 0.992], [1.059, 3.017, 0.824], [1.293, -1.157, 0.261], [-2.339, -1.393, -0.745], [-1.178, -2.095, -0.442], [-2.028, -0.073, -1.492], [-2.937, -1.119, 0.117], [-2.827, -2.097, -1.551], [-0.585, -2.347, -1.158], [-1.333, 0.403, -0.876], [-2.732, 0.705, -1.787], [-1.629, -0.222, -2.488]],
  "lowdin_charge": [-0.48, 0.41, 0.33, 0.02, -0.01, 0.03, -0.19, -0.31, -0.13, -0.11, 0.11, 0.14, 0.08, -0.03, 0.07, 0.07]
}

---

Entry y
{
  "formula": "C3H10OS2",
  "method": "ωB97M-V/def2-TZVPD",
  "charge": 0,
  "homo_energy_ev": -9.4,
  "smiles": "CCSSC.O",
  "multiplicity": 1,
  "lumo_ev": -1.4622,
  "elements": ["C", "C", "S", "S", "C", "H", "H", "H", "H", "H", "H", "H", "H", "H", "H", "O"],
  "xyz": [[1.447, 1.754, 0.477], [0.673, 0.778, -0.414], [0.880, -0.947, 0.037], [-0.257, -0.362, 2.238], [-1.788, -0.723, 1.428], [1.439, 2.780, 0.092], [1.016, 1.731, 1.470], [2.521, 1.458, 0.620], [1.026, 0.835, -1.495], [-0.393, 0.985, -0.387], [-1.849, -1.786, 1.112], [-1.975, -0.074, 0.558], [-2.667, -0.587, 2.186], [0.699, -2.227, -2.818], [-0.521, -1.644, -2.103], [-0.252, -1.973, -3.001]],
  "lowdin_charge": [-0.21, -0.69, 0.61, 0.59, -0.60, 0.07, 0.00, 0.08, 0.09, 0.04, 0.03, 0.01, 0.07, 0.05, -0.01, -0.12]
}

---

Going by the computed energies, the most stable comes first: entry w, entry y, entry x.

---

Entry w
{
  "formula": "C3H12NO2",
  "method": "ωB97M-V/def2-TZVPD",
  "charge": 1,
  "homo_energy_ev": -13.9,
  "multiplicity": 1,
  "lumo_ev": -3.1243,
  "elements": ["O", "C", "C", "N", "C", "H", "H", "H", "H", "H", "H", "H", "H", "H", "H", "H", "H", "O"],
  "xyz": [[0.744, 2.020, -0.633], [1.033, 1.298, 0.542], [-0.289, 1.188, 1.270], [-1.354, 0.751, 0.259], [-2.046, -0.518, 0.583], [1.541, 2.336, -1.071], [1.732, 1.822, 1.200], [1.470, 0.320, 0.349], [-0.243, 0.447, 2.054], [-0.584, 2.178, 1.603], [-2.034, 1.505, 0.168], [-0.912, 0.669, -0.661], [-2.356, -0.523, 1.626], [-2.892, -0.663, -0.073], [-1.385, -1.367, 0.447], [3.112, -4.024, -2.069], [2.049, -3.971, -3.163], [2.414, -3.466, -2.431]],
  "lowdin_charge": [-0.05, -0.23, -0.08, 0.02, 0.00, 0.12, 0.14, 0.13, 0.13, 0.14, 0.18, 0.16, 0.11, 0.11, 0.11, 0.04, 0.03, -0.07]
}

---

Entry x
{
  "formula": "C3H12NO2",
  "method": "ωB97M-V/def2-TZVPD",
  "charge": 1,
  "homo_energy_ev": -14.6,
  "multiplicity": 1,
  "lumo_ev": -3.4008,
  "elements": ["C", "C", "C", "O", "N", "H", "H", "H", "H", "H", "H", "H", "H", "H", "H", "H", "H", "O"],
  "xyz": [[0.785, 1.035, -0.005], [-0.524, 0.923, -0.816], [-0.397, 1.493, -2.304], [-1.025, -0.513, -0.911], [0.697, 0.131, 1.274], [1.743, 0.769, -0.548], [0.856, 2.110, 0.335], [-1.273, 1.514, -0.402], [0.106, 2.498, -2.395], [-1.480, 1.631, -2.741], [0.183, 0.734, -2.947], [-1.911, -0.518, -1.314], [0.044, -0.622, 1.075], [0.437, 0.679, 2.071], [1.679, -0.242, 1.549], [1.208, -3.022, 2.371], [-0.300, -3.198, 2.199], [0.355, -2.482, 2.233]],
  "lowdin_charge": [-0.07, -0.35, -0.05, -0.07, 0.18, 0.15, 0.15, 0.11, 0.09, 0.12, 0.11, 0.10, 0.10, 0.15, 0.20, 0.10, 0.06, -0.09]
}

---

Going by the computed energies, the most stable comes first: entry w, entry x.

---

Entry w
{
  "formula": "C3H12NO2",
  "method": "ωB97M-V/def2-TZVPD",
  "charge": 1,
  "homo_energy_ev": -14.2,
  "multiplicity": 1,
  "lumo_ev": -3.0772,
  "elements": ["C", "C", "C", "N", "H", "H", "H", "H", "H", "H", "H", "H", "H", "H", "O", "H", "H", "O"],
  "xyz": [[1.154, 0.276, -2.368], [0.684, 0.432, -0.937], [-0.531, 0.098, -0.522], [-1.026, 0.260, 0.846], [0.786, -0.667, -2.755], [0.732, 1.069, -2.986], [2.257, 0.218, -2.501], [1.391, 0.879, -0.253], [-1.108, -0.614, -1.133], [-0.810, -0.679, 1.274], [-0.426, 0.945, 1.345], [-2.010, 0.513, 0.907], [0.780, 3.053, 2.231], [1.803, 1.969, 2.072], [0.854, 2.096, 2.197], [-1.164, -3.305, 1.593], [-1.949, -3.584, 0.250], [-1.417, -2.958, 0.740]],
  "lowdin_charge": [-0.07, -0.11, -0.12, 0.19, 0.08, 0.09, 0.10, 0.10, 0.14, 0.17, 0.11, 0.17, 0.07, 0.07, -0.04, 0.04, 0.05, -0.04]
}

---

Entry x
{
  "formula": "C3H12NO2",
  "method": "ωB97M-V/def2-TZVPD",
  "charge": 1,
  "homo_energy_ev": -14.3,
  "multiplicity": 1,
  "lumo_ev": -3.3691,
  "elements": ["C", "C", "C", "N", "H", "H", "H", "H", "H", "H", "H", "H", "H", "H", "O", "H", "H", "O"],
  "xyz": [[2.234, 0.285, 1.107], [1.215, -0.180, 0.149], [0.834, 0.340, -1.016], [0.428, -1.344, 0.613], [1.858, 0.580, 2.064], [3.019, -0.546, 1.233], [2.778, 1.097, 0.701], [0.038, -0.239, -1.634], [1.393, 1.144, -1.595], [0.569, -1.570, 1.604], [0.475, -2.262, -0.055], [-0.646, -1.217, 0.447], [-2.369, -0.053, -0.802], [-2.651, -1.599, -0.660], [-2.038, -0.913, -0.578], [-2.599, 2.524, 0.175], [-2.019, 2.149, -1.238], [-2.521, 1.803, -0.514]],
  "lowdin_charge": [-0.04, -0.39, 0.08, 0.16, 0.08, 0.13, 0.08, 0.10, 0.11, 0.16, 0.25, 0.13, 0.01, 0.05, -0.02, 0.10, 0.04, -0.05]
}

---

Going by the computed energies, the most stable comes first: entry w, entry x.

---

Entry w
{
  "formula": "H4N2",
  "method": "ωB97M-V/def2-TZVPD",
  "charge": 0,
  "homo_energy_ev": -9.4,
  "smiles": "NN",
  "multiplicity": 1,
  "lumo_ev": 1.3283,
  "elements": ["H", "H", "H", "H", "N", "N"],
  "xyz": [[1.192, 0.751, -0.214], [1.092, -0.729, 0.674], [-1.175, -0.290, -0.819], [-1.105, 0.647, 0.538], [0.685, -0.161, -0.178], [-0.690, -0.218, -0.001]],
  "lowdin_charge": [0.07, 0.10, 0.01, 0.11, -0.16, -0.14]
}

---

Entry x
{
  "formula": "H4N2",
  "method": "ωB97M-V/def2-TZVPD",
  "charge": 0,
  "homo_energy_ev": -9.6,
  "smiles": "NN",
  "multiplicity": 1,
  "lumo_ev": 1.3570,
  "elements": ["H", "H", "H", "H", "N", "N"],
  "xyz": [[1.089, -0.056, 0.732], [1.126, -0.391, -0.773], [-1.175, 0.947, 0.007], [-1.076, -0.653, 0.390], [0.716, 0.169, -0.125], [-0.680, -0.016, -0.232]],
  "lowdin_charge": [0.03, 0.02, 0.11, 0.02, -0.07, -0.10]
}

---

Going by the computed energies, the most stable comes first: entry x, entry w.

---

Entry w
{
  "formula": "CH2O3S",
  "method": "ωB97M-V/def2-TZVPD",
  "charge": 0,
  "homo_energy_ev": -11.0,
  "multiplicity": 1,
  "lumo_ev": -0.0536,
  "elements": ["C", "O", "O", "O", "S", "H", "H"],
  "xyz": [[-1.180, -0.194, 0.189], [1.845, -0.679, -1.010], [-0.345, -0.806, 0.798], [1.116, 1.390, 0.033], [1.713, 0.086, 0.202], [-2.230, -0.516, 0.158], [-0.919, 0.717, -0.371]],
  "lowdin_charge": [-0.08, -0.42, -0.09, -0.45, 0.87, 0.10, 0.08]
}

---

Entry x
{
  "formula": "CH2O3S",
  "method": "ωB97M-V/def2-TZVPD",
  "charge": 0,
  "homo_energy_ev": [-9.6, -9.6],
  "multiplicity": 1,
  "lumo_ev": [-0.7047, -0.7049],
  "elements": ["C", "O", "O", "O", "S", "H", "H"],
  "xyz": [[-0.370, 0.167, -0.021], [2.346, 1.298, -0.094], [0.316, -0.507, -1.016], [-1.514, -0.448, 0.482], [1.354, -0.414, 0.195], [-0.728, 1.276, -0.343], [-1.404, -1.373, 0.796]],
  "lowdin_charge": [-0.53, -0.57, -0.35, 0.00, 1.12, 0.21, 0.12]
}

---

Entry y
{
  "formula": "CH2O3S",
  "method": "ωB97M-V/def2-TZVPD",
  "charge": 0,
  "homo_energy_ev": [-10.2, -10.2],
  "smiles": "O=S(=O)=CO",
  "multiplicity": 1,
  "lumo_ev": [-1.8434, -1.8439],
  "elements": ["C", "O", "O", "O", "S", "H", "H"],
  "xyz": [[-0.063, 0.028, 0.726], [1.884, -0.559, 2.340], [2.556, 0.166, 0.048], [-0.237, 0.100, -0.948], [1.589, -0.402, 0.957], [-0.890, -0.651, 1.139], [0.094, 0.915, -1.364]],
  "lowdin_charge": [-0.11, -0.32, -0.31, -0.19, 0.78, 0.10, 0.06]
}

---

Going by the computed energies, the most stable comes first: entry w, entry y, entry x.

---

Entry w
{
  "formula": "C2HNaO3",
  "method": "ωB97M-V/def2-TZVPD",
  "charge": 1,
  "homo_energy_ev": [-13.0, -15.5],
  "multiplicity": 2,
  "lumo_ev": [-4.7957, -4.8076],
  "elements": ["O", "C", "C", "O", "H", "O", "Na"],
  "xyz": [[1.811, -1.173, 0.040], [0.658, -1.385, -0.112], [-2.722, 0.656, 0.135], [-3.828, 1.006, 0.116], [0.158, -2.384, -0.070], [-1.559, 0.529, 0.105], [3.819, -0.139, -0.020]],
  "lowdin_charge": [-0.04, 0.05, -0.38, 0.23, 0.10, 0.16, 0.89]
}

---

Entry x
{
  "formula": "C2HNaO3",
  "method": "ωB97M-V/def2-TZVPD",
  "charge": 1,
  "homo_energy_ev": [-13.0, -17.0],
  "multiplicity": 2,
  "lumo_ev": [-4.5571, -4.5859],
  "elements": ["H", "O", "O", "O", "C", "C", "Na"],
  "xyz": [[-2.688, 0.803, 0.210], [-1.542, -0.891, -0.030], [1.588, 1.842, -0.096], [1.947, -0.397, 0.007], [-1.763, 0.270, -0.116], [2.051, 0.769, -0.042], [0.407, -2.395, 0.068]],
  "lowdin_charge": [0.09, -0.02, 0.24, 0.15, 0.05, -0.33, 0.82]
}

---

Going by the computed energies, the most stable comes first: entry w, entry x.